Entry 1:
{"formula": "C34H66F3N4O14", "method": "wB97M-V/def2-TZVPD", "fmax_ha_per_bohr": 0.0556, "e_lumo_ev": -2.736, "total_charge": 1, "mol_weight_g_mol": 811.910, "homo_lumo_gap_ev": 9.125, "symbols": ["C", "O", "C", "C", "C", "C", "C", "C", "C", "C", "C", "C", "C", "C", "N", "C", "N", "C", "N", "C", "C", "O", "C", "F", "F", "F", "N", "H", "H", "H", "H", "H", "H", "H", "H", "H", "H", "H", "H", "H", "H", "H", "H", "H", "H", "H", "H", "H", "H", "H", "H", "H", "H", "H", "H", "H", "H", "H", "H", "H", "H", "C", "C", "O", "C", "O", "O", "C", "H", "H", "H", "H", "H", "H", "H", "H", "C", "C", "O", "C", "O", "O", "C", "H", "H", "H", "H", "H", "H", "H", "H", "C", "C", "O", "C", "O", "O", "C", "H", "H", "H", "H", "H", "H", "H", "H", "C", "C", "O", "C", "O", "O", "C", "H", "H", "H", "H", "H", "H", "H", "H"], "coordinates": [[4.987, 7.660, 2.723], [4.419, 6.395, 2.359], [3.906, 6.497, 1.009], [4.776, 5.632, 0.075], [4.343, 4.132, 0.151], [5.529, 3.204, 0.480], [5.017, 1.747, 0.548], [6.090, 0.782, 1.079], [6.146, 0.631, 2.620], [4.782, 0.584, 3.366], [4.491, 1.947, 4.056], [3.158, 1.851, 4.834], [2.754, 3.156, 5.583], [1.650, 3.968, 4.860], [1.832, 4.163, 3.419], [0.808, 4.029, 2.611], [0.835, 4.226, 1.257], [-0.379, 4.021, 0.838], [-1.208, 3.665, 1.808], [-2.621, 3.320, 1.752], [-3.245, 3.496, 0.354], [-3.167, 4.846, -0.051], [-2.703, 2.523, -0.713], [-2.127, 3.149, -1.725], [-3.739, 1.850, -1.231], [-1.846, 1.633, -0.232], [-0.436, 3.689, 2.917], [5.713, 7.944, 1.944], [5.562, 7.505, 3.644], [4.220, 8.437, 2.839], [2.861, 6.161, 1.051], [3.908, 7.538, 0.657], [4.710, 6.008, -0.952], [5.799, 5.663, 0.474], [3.677, 4.071, 1.021], [3.852, 3.846, -0.785], [5.959, 3.520, 1.441], [6.238, 3.273, -0.356], [4.828, 1.458, -0.500], [4.042, 1.678, 1.050], [7.062, 1.209, 0.779], [6.045, -0.196, 0.585], [6.633, -0.338, 2.815], [6.799, 1.373, 3.101], [3.957, 0.255, 2.720], [4.845, -0.149, 4.184], [4.551, 2.792, 3.353], [5.272, 2.093, 4.818], [2.350, 1.541, 4.150], [3.249, 1.066, 5.596], [2.322, 2.869, 6.551], [3.602, 3.814, 5.811], [0.679, 3.521, 5.096], [1.638, 4.974, 5.311], [2.743, 4.435, 3.059], [-0.601, 4.154, -0.214], [-2.720, 2.251, 2.016], [-3.183, 3.859, 2.527], [-4.315, 3.262, 0.471], [-3.766, 5.365, 0.503], [-0.839, 3.470, 3.816], [-6.654, -4.225, -2.195], [-6.744, -3.981, -0.704], [-5.505, -3.472, -0.177], [-5.268, -2.182, -0.400], [-5.989, -1.411, -0.979], [-4.068, -1.887, 0.121], [-3.644, -0.549, -0.129], [-5.804, -4.869, -2.426], [-7.565, -4.697, -2.562], [-6.507, -3.292, -2.740], [-6.928, -4.923, -0.189], [-7.567, -3.310, -0.455], [-4.400, 0.166, 0.189], [-3.417, -0.424, -1.184], [-2.739, -0.386, 0.448], [-2.915, -4.142, 1.843], [-3.919, -5.063, 2.501], [-3.497, -6.433, 2.440], [-2.557, -6.784, 3.319], [-2.055, -6.067, 4.149], [-2.255, -8.068, 3.111], [-1.192, -8.560, 3.928], [-2.705, -4.469, 0.823], [-3.290, -3.124, 1.815], [-1.966, -4.144, 2.383], [-4.865, -5.012, 1.964], [-4.115, -4.771, 3.534], [-1.385, -8.371, 4.983], [-0.248, -8.105, 3.627], [-1.132, -9.634, 3.769], [-6.781, -7.970, -6.867], [-8.042, -8.363, -6.127], [-7.824, -9.508, -5.291], [-7.189, -9.271, -4.142], [-6.803, -8.197, -3.751], [-7.036, -10.434, -3.506], [-6.285, -10.345, -2.294], [-6.380, -8.822, -7.419], [-6.984, -7.159, -7.567], [-6.005, -7.640, -6.176], [-8.812, -8.652, -6.841], [-8.439, -7.534, -5.540], [-6.699, -9.590, -1.629], [-5.241, -10.127, -2.516], [-6.345, -11.314, -1.805], [6.836, 2.351, -5.769], [6.648, 3.804, -6.153], [5.281, 4.084, -6.492], [4.448, 4.220, -5.463], [4.738, 4.141, -4.295], [3.222, 4.440, -5.950], [2.203, 4.515, -4.956], [6.455, 1.696, -6.554], [7.891, 2.132, -5.606], [6.290, 2.111, -4.856], [7.232, 4.026, -7.045], [6.990, 4.476, -5.366], [2.454, 5.245, -4.188], [2.043, 3.532, -4.510], [1.288, 4.829, -5.453]]}

***

Entry 2:
{"formula": "C38H50N2O13P2S4SeSn", "method": "wB97M-V/def2-TZVPD", "fmax_ha_per_bohr": 0.0562, "e_lumo_ev": 3.805, "total_charge": -2, "de_lowest_ev": 0.867, "mol_weight_g_mol": 1130.706, "homo_lumo_gap_ev": 5.594, "symbols": ["Sn", "O", "C", "C", "C", "N", "C", "C", "C", "O", "O", "C", "O", "O", "H", "H", "H", "C", "C", "C", "O", "P", "O", "C", "P", "O", "O", "C", "C", "C", "O", "C", "C", "C", "O", "C", "C", "C", "H", "H", "H", "H", "H", "H", "H", "H", "H", "H", "H", "H", "H", "H", "H", "H", "H", "H", "H", "H", "H", "H", "H", "H", "H", "H", "H", "H", "H", "H", "O", "S", "C", "C", "C", "C", "H", "H", "H", "H", "H", "H", "H", "H", "O", "C", "C", "C", "C", "C", "S", "C", "C", "C", "C", "S", "C", "C", "C", "C", "S", "H", "H", "H", "H", "H", "H", "H", "H", "H", "Se", "C", "N"], "coordinates": [[0.348, 0.709, 0.529], [5.285, -3.371, 2.735], [4.243, -2.537, 2.385], [4.436, -1.170, 2.257], [3.358, -0.386, 1.864], [2.160, -0.891, 1.653], [1.958, -2.189, 1.789], [2.981, -3.063, 2.144], [0.538, -2.694, 1.457], [0.392, -3.925, 1.383], [-0.335, -1.826, 1.277], [3.540, 1.108, 1.650], [4.580, 1.617, 2.083], [2.622, 1.709, 1.041], [6.060, -2.814, 2.880], [5.395, -0.706, 2.458], [2.782, -4.121, 2.231], [-0.522, -4.360, -1.443], [-1.675, -3.431, -1.098], [-2.937, -3.773, -1.880], [-1.304, -2.064, -1.247], [-1.062, -1.045, -2.380], [-0.867, 0.297, -1.855], [0.368, -1.507, -3.434], [1.748, -1.154, -2.275], [1.574, -1.777, -0.981], [3.090, -1.570, -3.106], [3.742, -2.827, -3.180], [3.500, -3.731, -1.981], [3.360, -3.536, -4.482], [1.935, 0.388, -2.182], [2.476, 1.254, -3.194], [3.421, 2.195, -2.466], [1.362, 2.023, -3.882], [-2.361, -1.237, -3.326], [-3.014, -0.301, -4.176], [-2.601, -0.588, -5.619], [-2.800, 1.156, -3.809], [-0.818, -5.396, -1.279], [0.298, -4.122, -0.770], [-0.216, -4.229, -2.481], [-1.860, -3.505, -0.021], [-2.744, -3.715, -2.950], [-3.739, -3.081, -1.635], [-3.247, -4.784, -1.621], [0.403, -0.848, -4.297], [0.375, -2.542, -3.759], [4.812, -2.570, -3.225], [2.464, -4.055, -1.955], [3.699, -3.201, -1.054], [4.143, -4.606, -2.043], [2.308, -3.808, -4.466], [3.952, -4.441, -4.598], [3.532, -2.881, -5.332], [3.022, 0.628, -3.916], [2.860, 2.699, -1.680], [3.837, 2.924, -3.157], [4.225, 1.629, -2.001], [0.833, 2.621, -3.144], [0.652, 1.350, -4.356], [1.784, 2.680, -4.637], [-4.084, -0.537, -4.064], [-1.557, -0.321, -5.768], [-3.217, -0.008, -6.302], [-2.733, -1.647, -5.832], [-1.758, 1.434, -3.920], [-3.068, 1.332, -2.772], [-3.419, 1.785, -4.446], [1.131, 1.242, 3.444], [0.984, 2.562, 2.831], [-0.061, 3.503, 4.042], [0.824, 4.167, 5.086], [2.201, 3.529, 4.949], [2.455, 3.478, 3.464], [-0.742, 2.765, 4.448], [-0.623, 4.215, 3.448], [0.424, 4.052, 6.096], [0.908, 5.237, 4.880], [2.160, 2.498, 5.308], [2.969, 4.066, 5.515], [3.352, 2.933, 3.199], [2.447, 4.455, 2.984], [-1.273, 1.739, 1.909], [-2.540, 1.470, 2.332], [-3.090, 2.678, 3.056], [-3.616, 2.795, 4.306], [-3.985, 4.120, 4.628], [-3.726, 4.986, 3.616], [-3.018, 4.201, 2.254], [-2.593, 0.264, 3.247], [-1.559, -0.384, 3.834], [-1.964, -1.511, 4.591], [-3.305, -1.706, 4.576], [-4.108, -0.512, 3.615], [-3.465, 1.137, 1.170], [-3.299, 0.105, 0.304], [-4.335, 0.011, -0.650], [-5.288, 0.962, -0.485], [-4.920, 2.011, 0.830], [-3.743, 1.967, 4.981], [-4.418, 4.409, 5.574], [-3.921, 6.041, 3.573], [-0.545, -0.046, 3.717], [-1.270, -2.154, 5.107], [-3.890, -2.469, 5.056], [-2.460, -0.563, 0.366], [-4.360, -0.739, -1.423], [-6.189, 1.117, -1.045], [-0.025, 3.214, -0.444], [-0.021, 4.386, -1.863], [-0.018, 5.126, -2.761]]}